(1)
C5H10O in the gas phase in a non-equilibrium geometry. Source: the OMol25 dataset; level of theory: ωB97M-V/def2-TZVPD.

For the total energy, the calculation gives -271.5233 a.u. The orbital gap comes out at 0.23607 Eh. The LUMO energy comes out at 0.020 Ha.

Structure (XYZ):
```
16
Properties=species:S:1:pos:R:3:forces:R:3
O -2.075762 0.586078 -0.461191 -0.431 -1.290 0.639
C -0.701855 0.317807 -0.375186 -0.706 -1.214 -5.738
C 0.093244 0.818932 -1.487573 0.151 0.524 0.602
C -0.299913 -0.879576 0.294505 0.895 -0.676 1.251
C 1.172299 -1.380912 0.243298 0.327 0.840 -0.240
C -0.202004 0.645432 1.122301 1.404 2.093 4.305
H 0.946450 1.385458 -1.156081 0.413 0.050 -0.627
H -0.256309 0.857516 -2.545772 -0.111 0.262 1.334
H -2.287766 0.816462 -1.372258 0.418 0.270 -0.012
H -1.054591 -1.579231 0.662421 0.081 0.709 0.506
H 1.418272 -1.646577 -0.809088 -0.331 -0.299 0.603
H 1.596532 -2.064386 1.032400 -1.398 -0.014 -0.894
H 1.864966 -0.542837 0.398587 -0.433 0.174 -0.242
H -1.017174 1.323390 1.543510 0.767 -0.965 -1.228
H 0.072477 0.147050 2.097935 -0.001 0.073 -0.915
H 0.731130 1.195393 0.812185 -1.048 -0.536 0.654
```
Forces are in eV/Å.


(2)
2 unconnected molecules or ions with the total composition C5H10O in a non-equilibrium geometry. Source: the OMol25 dataset; level of theory: ωB97M-V/def2-TZVPD.

As for the SMILES: C=CC.CC=O. For the total energy, the calculation gives -271.6842 a.u. The orbital gap comes out at 0.38339 Eh. The LUMO energy comes out at 0.031 Ha.

Structure (XYZ):
```
16
Properties=species:S:1:pos:R:3:forces:R:3
C -1.778777 -1.009992 1.911804 1.284 -0.624 0.568
C -1.944820 -1.591307 0.724276 0.038 0.771 0.571
C -1.975100 -0.786443 -0.530369 1.336 1.085 -0.401
H -1.544943 -1.581486 2.809317 -0.493 -0.363 -0.228
H -1.479174 0.014708 2.099369 -0.689 0.411 -0.595
H -1.946642 -2.671843 0.686357 -0.276 -0.075 -0.178
H -2.448079 -1.191215 -1.419131 -0.499 -0.036 0.255
H -2.195186 0.273849 -0.347043 -1.011 -0.387 0.079
H -0.947845 -0.575818 -0.858454 0.296 -0.781 -0.088
C 2.481632 1.909510 -0.914988 -0.765 0.161 0.365
C 2.184697 0.525553 -0.385060 -0.240 -0.059 -1.220
O 2.985234 -0.324411 -0.134770 0.798 -0.129 0.514
H 1.641285 2.554833 -0.648603 0.115 0.129 0.196
H 2.430654 1.886356 -2.005867 0.282 -0.231 -0.038
H 3.412757 2.348457 -0.570742 0.128 -0.205 -0.048
H 1.124310 0.219243 -0.416099 -0.303 0.335 0.247
```
Forces are in eV/Å.